[1]
12
Properties=species:S:1:pos:R:3:nbo_charge:R:1 method="wB97M-V/def2-TZVPD" homo_energy_ev=-7.34 orbital_gap_ev=7.7 e_lumo_ev=0.33 fmax_ev_per_a=0.6 spin_multiplicity=1 energy_ha=-265.41974
N -1.78560 0.63994 -0.12218 -0.682
C -0.40030 0.17029 -0.01646 -0.164
C 0.52881 1.16713 -0.24500 -0.244
N 1.69064 0.43305 -0.10648 -0.550
C 1.48811 -0.90284 0.17811 -0.084
C 0.13503 -1.11976 0.24529 -0.364
H -2.33603 0.58465 0.73977 0.406
H -2.33005 0.21678 -0.87896 0.406
H -1.54594 1.62630 -0.34700 0.462
H 2.60728 0.83719 -0.20933 0.396
H 2.31116 -1.59317 0.31101 0.202
H -0.36310 -2.05956 0.45124 0.217



[2]
12
Properties=species:S:1:pos:R:3:nbo_charge:R:1 method="wB97M-V/def2-TZVPD" homo_energy_ev=-8.51 orbital_gap_ev=9.6 e_lumo_ev=1.06 fmax_ev_per_a=6.0 spin_multiplicity=1 energy_ha=-265.38137
C -0.42047 -0.91215 0.99003 0.024
N 0.36077 -1.59788 0.30134 -0.238
N 0.44057 -1.10404 -0.97543 -0.429
C -0.14458 0.24373 -0.93279 -0.092
C 0.34289 1.00375 0.21403 -0.430
C -0.87378 0.24006 0.38092 -0.321
H -0.92890 -0.99693 1.91354 0.209
H 1.37061 -1.00420 -1.23627 0.357
H -0.16258 0.65147 -2.09615 0.238
H 0.40852 2.12529 0.11904 0.230
H 1.34536 0.50079 0.63670 0.205
H -1.73841 0.85009 0.68504 0.245



[3]
12
Properties=species:S:1:pos:R:3:nbo_charge:R:1 method="wB97M-V/def2-TZVPD" homo_energy_ev=-8.89 orbital_gap_ev=10.0 e_lumo_ev=1.06 fmax_ev_per_a=1.2 spin_multiplicity=1 energy_ha=-265.40532
C -1.91443 -0.41008 0.16281 -0.673
C -0.42698 -0.32290 0.19704 0.296
C 0.59397 0.80014 0.20366 -0.207
N 1.23601 0.67230 -1.10838 -0.562
C 1.50646 -0.32056 -0.06549 0.045
N 0.39867 -1.29775 0.01703 -0.390
H -2.39268 0.23490 0.90468 0.224
H -2.19955 -1.45168 0.33543 0.239
H -2.28940 -0.11578 -0.82669 0.242
H 0.96824 1.35594 1.03893 0.225
H 2.01074 1.33109 -1.18033 0.361
H 2.50893 -0.47564 0.32131 0.200



[4]
12
Properties=species:S:1:pos:R:3:nbo_charge:R:1 method="wB97M-V/def2-TZVPD" homo_energy_ev=-9.72 orbital_gap_ev=10.0 e_lumo_ev=0.27 fmax_ev_per_a=3.1 spin_multiplicity=1 energy_ha=-265.43657
C 1.46334 0.01127 -0.42973 -0.570
C 0.04794 0.03159 0.34590 -0.369
C -0.80980 -1.11185 0.06427 0.076
N -2.02420 -0.82976 -0.26768 -0.242
N -2.09554 0.55315 -0.29957 -0.272
C -1.04038 1.16059 0.04505 0.066
H 1.55311 -0.19756 -1.45647 0.219
H 1.84810 -0.80549 0.13737 0.206
H 1.93585 0.95875 -0.13689 0.215
H 0.50132 0.08902 1.37961 0.258
H -0.41743 -2.12461 0.40904 0.200
H -0.96230 2.26489 0.20910 0.214



[5]
12
Properties=species:S:1:pos:R:3:nbo_charge:R:1 method="wB97M-V/def2-TZVPD" homo_energy_ev=-8.53 orbital_gap_ev=9.5 e_lumo_ev=0.95 fmax_ev_per_a=0.7 spin_multiplicity=1 energy_ha=-265.45336
H 3.88092 0.08392 0.27558 0.341
N 2.91880 0.36479 0.11613 -0.644
C 2.23675 -0.63122 -0.27448 0.256
N 0.94997 -0.41464 -0.73359 -0.482
C 0.02165 0.19862 -0.23268 0.493
C -1.08354 0.79104 0.13413 -0.420
C -2.36397 -0.00046 0.20740 -0.613
H 2.59205 -1.65383 -0.42342 0.165
H -1.05151 1.85933 0.31838 0.251
H -3.21489 0.67420 0.11773 0.221
H -2.47345 -0.57604 1.12971 0.215
H -2.41277 -0.69571 -0.63488 0.216



[6]
12
Properties=species:S:1:pos:R:3:nbo_charge:R:1 method="wB97M-V/def2-TZVPD" homo_energy_ev=-11.42 orbital_gap_ev=12.0 e_lumo_ev=0.55 fmax_ev_per_a=0.9 spin_multiplicity=1 energy_ha=-265.50624
C 7.20743 -21.68173 -11.84209 -0.729
C 6.72212 -22.59126 -10.82577 0.301
N 6.31491 -23.31980 -10.03723 -0.344
H 8.11050 -22.04947 -12.33316 0.258
H 7.47323 -20.70202 -11.44619 0.257
H 6.45617 -21.54328 -12.61930 0.258
C 5.63797 -23.96584 -6.62292 -0.725
C 4.84658 -25.14868 -6.32502 0.292
N 4.24453 -26.08917 -6.08123 -0.339
H 5.33538 -23.46930 -7.53935 0.272
H 6.68453 -24.25807 -6.71471 0.254
H 5.56346 -23.26366 -5.79222 0.246



Record order is preserved below.
Energy above the lowest of the compared OMol25 structures with the same formula, charge and spin: 3.1519, 4.1960, 3.5443, 2.6941, 2.2371, 0.7983 eV